{"formula": "C81H171CdClF2N10O17S2", "method": "wB97M-V/def2-TZVPD", "lumo_ha": -0.03573, "homo_ha": -0.287, "largest_force_ev_per_a": 5.9, "charge": 0, "relative_energy_ev": 0.0000, "elements": ["H", "O", "H", "H", "H", "H", "H", "C", "C", "C", "H", "C", "C", "H", "N", "C", "N", "H", "H", "H", "H", "H", "H", "H", "H", "C", "H", "C", "H", "H", "H", "H", "O", "H", "S", "C", "C", "H", "C", "O", "H", "H", "O", "O", "H", "H", "H", "F", "H", "H", "H", "H", "C", "H", "N", "H", "O", "H", "C", "C", "H", "C", "H", "C", "H", "H", "C", "C", "H", "H", "H", "C", "H", "H", "H", "H", "H", "H", "H", "H", "H", "H", "H", "H", "H", "H", "C", "H", "H", "N", "H", "H", "H", "H", "H", "C", "H", "H", "H", "N", "C", "C", "C", "C", "C", "N", "O", "H", "H", "H", "H", "C", "H", "H", "N", "H", "H", "C", "H", "H", "C", "H", "H", "H", "C", "C", "H", "H", "H", "H", "C", "H", "C", "C", "H", "H", "C", "H", "H", "C", "C", "Cd", "H", "H", "C", "H", "O", "O", "C", "C", "C", "H", "O", "H", "C", "Cl", "C", "O", "H", "H", "H", "N", "H", "C", "H", "C", "H", "H", "C", "C", "C", "C", "H", "H", "H", "H", "H", "H", "C", "C", "H", "H", "H", "H", "H", "C", "H", "C", "H", "C", "N", "C", "H", "C", "H", "H", "C", "C", "O", "H", "H", "H", "H", "F", "O", "C", "H", "C", "H", "H", "C", "C", "O", "O", "H", "H", "H", "C", "H", "C", "H", "H", "H", "C", "H", "C", "H", "H", "C", "H", "H", "H", "H", "H", "H", "H", "N", "O", "O", "H", "H", "H", "H", "H", "H", "H", "H", "H", "H", "H", "C", "H", "H", "H", "C", "C", "C", "H", "H", "H", "H", "H", "H", "C", "H", "C", "H", "H", "C", "C", "H", "C", "C", "H", "H", "C", "H", "H", "H", "H", "C", "C", "S", "H", "C"], "positions_angstrom": [[-1.28735, 1.61883, -8.83708], [-0.33874, 4.91255, -0.40682], [4.28767, 7.88382, -0.39607], [3.33730, 4.36178, -0.93633], [-2.97434, -0.29015, 6.33863], [-0.66770, -6.26573, 6.68285], [-1.98639, -0.86319, 10.65302], [-1.52604, -6.14351, 4.70064], [-2.80108, -4.37027, -3.12986], [-2.72947, -0.67976, -1.96606], [-3.59355, 3.30994, -4.27120], [7.86612, 0.48885, 0.26408], [5.63056, -0.51062, 0.50688], [-1.79131, -5.78552, 1.30345], [-4.36758, -2.03473, -2.99009], [3.42837, 0.23894, -2.67509], [-4.70602, 2.66399, 1.21131], [-2.61604, 5.95922, -6.60400], [3.65581, 2.11837, 1.04926], [-1.82775, -0.67119, -1.34585], [5.01959, -5.44587, -0.81337], [-2.94337, -7.88926, 4.57565], [1.68159, -5.85070, 3.03822], [-1.82100, 6.53548, -5.22434], [2.63722, 2.23517, -5.27835], [1.19557, 0.48510, -3.95212], [-4.86459, -3.03199, 3.54789], [-0.98545, 3.44648, -7.58692], [-5.11349, -4.60131, -1.54027], [-3.39064, 0.09765, 9.98949], [-0.13759, 1.90202, 7.00994], [1.71294, -3.54259, 3.79175], [1.25595, 2.14053, -0.34657], [4.99447, -0.56885, 3.17538], [0.07275, 1.28841, -0.37182], [5.77785, 1.81492, -0.57294], [4.37682, 0.08394, 2.57576], [3.21454, -3.49090, 4.64033], [-3.44673, 4.22240, -4.78860], [-4.86537, 4.05326, 1.11238], [-2.03540, -4.86323, -3.80264], [-2.74912, -2.36249, 0.02928], [-1.66977, -2.88318, 8.31039], [-1.30873, -0.08961, 3.22324], [7.72733, 2.40346, 2.30587], [5.03045, -3.85713, -0.15781], [6.22835, 1.13215, 4.35590], [0.72521, 1.03415, 3.15811], [1.13941, -3.23096, 1.14354], [-5.90131, -0.21389, -0.11982], [2.75682, 4.68486, -2.49937], [1.52752, 5.78301, -4.19989], [2.60040, -4.30306, -1.14385], [5.58107, 7.11547, -1.69292], [-0.61309, 0.91876, 1.04066], [0.10633, 1.92221, -6.57555], [-5.30940, -1.06355, -2.60077], [3.08778, -3.36023, -1.12487], [-2.23954, -3.02394, -2.71138], [-0.46327, 5.79815, -6.80011], [-4.82495, -1.07968, 2.02474], [-4.20671, -3.39096, 4.36023], [-2.58613, -4.27477, 6.76072], [2.71156, 0.57448, -3.99099], [3.24146, 1.13304, -2.11167], [0.73178, 3.54076, -6.33898], [6.37091, 0.83056, 0.48347], [-4.05493, -4.21656, -3.99007], [-3.25183, 0.79396, 2.50062], [6.29076, -1.17875, 0.99767], [-3.80550, -4.46616, 1.81612], [5.03689, 1.50396, 2.59880], [-4.40626, -2.01658, -0.22945], [-3.86741, 2.85340, 4.39787], [2.97481, -4.90794, -1.96076], [1.23856, 6.84050, -2.65659], [1.47747, -2.72393, 6.29035], [-0.44217, -6.95631, 3.10505], [3.43866, 0.15413, 3.11679], [5.57717, -0.74619, -0.52510], [-6.19214, 1.76467, -1.82859], [6.52257, 5.81129, -3.65707], [-3.78718, -3.73020, -4.92767], [-2.92356, -4.99517, -2.29250], [-3.34753, -2.69857, 4.44955], [-3.69463, -3.64480, -0.41383], [2.65989, -6.49430, 0.10153], [-7.47269, 3.18599, 0.87587], [-4.47491, -6.80790, 3.69939], [6.24672, 1.33917, 1.86565], [0.02273, -4.90679, 5.66411], [5.02247, -3.25226, 2.23208], [-3.15561, 1.91082, -6.52371], [3.20450, -7.00237, -0.75436], [5.54527, 5.35535, -1.42801], [5.16831, 6.18469, -2.02902], [1.07584, 0.03426, 7.76776], [-2.55479, -7.21788, 6.14857], [-4.79838, -6.01394, 5.27799], [-2.06414, 3.48416, -6.49417], [4.04391, 2.54431, 1.96550], [1.11355, -1.58585, -5.25868], [-2.24902, -5.94810, 2.28632], [-2.12494, -7.47863, 5.18800], [3.20724, -4.98339, 0.13145], [3.09171, 7.28791, -2.71244], [-2.40957, 2.15009, -6.02055], [-5.79424, -2.10448, -4.97151], [-0.26824, -2.24860, 4.83755], [2.86925, -1.00552, -7.30473], [5.99971, 1.45168, -1.57960], [-1.01722, 3.92070, -4.31761], [2.61172, 7.36192, -0.08611], [0.91891, 1.00044, -3.03243], [-2.45444, -5.02546, 4.92947], [-1.58839, 5.25207, -8.46327], [-6.41963, -3.67762, -4.91430], [0.65007, -0.93224, -3.93354], [-0.41930, -0.91572, -3.89795], [4.01874, 2.33074, -4.25192], [-2.65028, -0.75727, 9.80022], [-4.54464, 2.37300, -1.42855], [-3.26761, -1.68813, 9.84646], [-3.76753, 5.09024, -4.16981], [0.29558, 2.86484, -7.07161], [-5.72910, 1.88176, 0.34717], [0.71865, -0.97011, -6.06572], [5.05607, -0.33518, -4.61183], [-3.82949, 4.19746, 3.22026], [0.81911, -2.63045, -5.36825], [-5.24004, -0.09306, 1.96127], [5.13646, -4.52706, 3.44740], [3.24038, -2.61936, -4.37191], [-3.67047, -4.79823, 4.03747], [-2.87763, -6.83451, 2.21666], [-5.82892, 2.47333, 4.42124], [5.36121, -5.26548, 1.33759], [-4.11774, -0.12021, 7.73830], [-5.81215, -5.58495, 3.82742], [-2.09143, -0.53736, 8.43986], [-3.54583, -2.57333, -0.63175], [-2.55536, 2.24872, 0.45103], [3.51792, 0.10715, 0.65759], [-4.16566, 4.24784, -5.60381], [5.45990, 5.85738, -3.50833], [2.94095, -0.65593, -2.18481], [-2.52113, 4.16085, -1.01106], [1.30280, -4.18090, 1.23332], [4.76254, -4.29940, 2.45912], [4.67716, -4.88070, 0.03443], [2.66743, -1.58687, -5.35010], [4.48802, -0.01940, -2.77020], [6.87715, 2.61903, 1.91378], [7.90059, -0.24623, -0.56148], [3.66934, 6.36780, -1.69711], [-1.74132, 4.96783, -0.05517], [-2.04424, 4.38780, -5.39379], [0.73423, -0.98947, 1.94312], [-6.99799, -2.38057, -3.78694], [-6.18658, -0.05130, 2.46882], [5.06933, 4.86341, -3.85435], [2.70497, -4.14252, 1.28757], [8.10222, 0.05305, 1.22928], [-5.79635, -4.03055, -2.17911], [-1.41397, -8.27502, 5.42675], [-0.31003, -5.93999, 5.69799], [0.29198, 5.54435, -6.03642], [-1.35328, -3.17308, 9.16371], [-0.73257, 4.89413, -7.95387], [4.27792, -0.53202, 1.16556], [2.76584, -5.71103, 3.26716], [-4.77451, 2.25837, 2.61741], [1.59147, -6.36981, 0.05602], [2.39380, 6.05795, -5.76291], [-3.50833, -0.09144, -1.48727], [-6.48723, -4.75842, -2.70034], [0.91207, -1.48315, -3.05890], [2.98158, 4.88806, -4.49351], [0.87678, -2.48638, 7.19006], [-1.55126, 2.71183, -8.80301], [1.53231, -2.05838, 7.96236], [-5.18703, -0.44536, -3.34442], [2.90277, -5.73788, 4.34151], [4.02540, -2.23145, -6.92408], [-4.73452, -3.38320, 5.31229], [2.86089, 5.11179, -1.54226], [0.98675, -0.05406, 5.98439], [-4.76976, -5.83411, 4.24242], [3.99022, 6.28321, 0.34700], [-5.59791, 2.33134, -1.16582], [-1.06475, -1.58447, 8.21693], [-3.24707, -0.68550, 7.35239], [2.41593, -2.78906, -7.15009], [2.97969, 2.09994, -4.27547], [-1.10445, 3.20695, -9.64044], [6.47140, -5.08460, 1.19855], [-3.71403, 3.10355, 3.37546], [-1.76126, 5.75663, -5.95249], [-0.95788, 1.65714, -1.25493], [-4.53150, -5.12724, -4.29594], [-6.74457, 1.51038, 3.19194], [2.87578, -2.24035, 3.32326], [-3.59819, -1.72509, 7.26617], [0.63548, -0.06560, -0.99133], [1.77166, 7.59501, -2.35890], [-6.14684, -2.84080, -4.29170], [-1.55162, -2.66952, 5.78743], [-7.24756, 2.12657, 0.71398], [0.05912, 4.16945, -4.45358], [-0.65143, 0.83106, 9.26220], [5.47908, 1.86156, 4.07924], [-6.02851, 2.33694, 3.36520], [-2.92009, -5.03422, 6.27077], [-2.24901, 6.26418, -0.14957], [3.00061, -3.55002, -4.91658], [-1.33758, 4.26745, -3.36120], [-1.44964, -1.06185, 5.27154], [-5.03023, -3.27738, -3.34412], [1.53999, -4.18167, -1.09014], [-4.27914, 0.80125, 2.72377], [4.96543, 6.96628, -5.45990], [8.61862, 1.24382, -0.06297], [-2.42035, -0.33666, -3.00673], [4.79809, 6.90652, -4.36456], [-0.44726, -5.25506, 3.19913], [-5.29817, 0.43630, 0.53608], [0.44012, -6.61082, 5.36498], [2.82345, -2.63813, -3.34582], [0.43158, -0.09837, 6.91614], [2.88438, -6.92652, 1.07158], [0.81644, 0.98053, -4.86121], [-6.58509, 3.20994, 3.02840], [4.51143, 3.50117, 1.80497], [-2.71339, 2.86193, 3.02586], [-4.40263, 0.57175, 3.79545], [0.55400, -3.41572, 7.63865], [3.12134, -0.19943, -5.22583], [-1.89447, 4.38216, 1.31819], [4.55590, -0.02844, -5.42181], [5.20198, 7.87559, -4.07121], [-5.81717, 4.31856, 1.19324], [-4.24358, 0.37129, 0.16161], [-2.63748, 2.78124, -8.76739], [5.20138, -6.24634, 1.64147], [1.80670, 5.37695, -1.27347], [-7.77454, 1.83106, -0.19431], [-2.15772, 1.55586, 8.52109], [-0.25423, 6.82894, -6.98709], [3.17262, 9.16652, -4.59841], [6.32383, 2.68283, -0.33642], [3.27851, -4.37428, 2.65048], [3.66734, -1.46357, 1.22675], [3.22368, 2.57948, 2.67280], [4.69841, 1.71479, 4.73038], [2.64648, 8.23353, -4.81655], [-1.37453, 0.77873, 8.39074], [3.64094, 7.04105, -0.29630], [-6.37131, -3.29588, -1.63371], [3.34093, -6.47851, 2.75870], [0.06969, 4.74362, -8.73097], [1.59956, 8.32370, -4.52590], [-1.36643, -3.14789, -2.02757], [4.34693, -2.42427, -4.26929], [-3.04848, -4.67550, 2.61332], [-1.06325, 2.79919, -4.33050], [-1.10608, -6.10243, 3.24306], [-1.29706, 0.94548, 6.24950], [-1.99671, -2.44979, -3.60854], [-3.28699, -2.14309, -2.05052], [-0.22520, -1.49487, 6.95603], [-7.62119, 1.48125, 1.52611], [2.73137, -3.28837, 3.64823], [3.05317, -1.97171, -6.77733], [2.85416, 8.14377, -5.86365], [0.99362, 2.72888, -7.88017], [-0.60948, 0.97248, 7.08971], [2.47247, 2.77168, -3.68751], [-2.33589, -3.82141, 2.61247], [4.75204, 1.97761, -0.32466], [-5.91061, 3.34808, -1.37170], [-0.89703, -1.86636, 5.63872], [2.47569, 5.84956, -4.67323], [-0.16424, 0.07308, 2.34253], [5.89324, 2.88492, 4.19444], [3.24053, 7.02952, -4.18060]], "atomic_forces_ev_per_a": [[-0.12, 1.03, 0.15], [-1.27, -0.21, 0.39], [0.44, 0.76, 0.62], [-0.11, -0.15, 0.72], [-0.24, -0.39, 1.07], [0.38, 0.47, -0.11], [0.60, 0.44, -0.26], [-0.01, -0.70, 1.63], [1.29, -0.16, -2.38], [0.79, -0.97, -0.83], [0.15, -0.77, 0.67], [-0.38, -0.01, -0.89], [-0.27, 0.51, -0.25], [-0.20, -0.26, -0.14], [0.47, -1.21, -0.16], [-1.43, -1.85, -0.25], [-1.75, -0.53, -1.10], [-0.05, 0.18, -0.26], [-0.22, 0.29, -0.06], [-0.16, -0.08, -0.08], [0.23, -0.56, -0.38], [0.46, 0.11, 0.03], [0.91, 0.16, 0.15], [0.32, 0.34, 0.91], [-0.12, 0.36, -0.87], [-0.01, -0.46, 0.72], [0.13, -0.25, 0.38], [-1.41, -0.07, 2.23], [-0.35, 0.19, -0.02], [1.02, -1.10, 0.07], [0.63, 1.69, 0.23], [-1.27, 0.23, 0.06], [-2.20, -1.68, 0.63], [0.43, -0.26, 0.37], [5.81, 0.22, 1.03], [1.14, -1.67, 1.01], [0.51, 0.48, 0.20], [-0.16, 0.46, -0.83], [-0.66, 2.43, -0.27], [-0.73, 0.73, -0.49], [-0.61, 0.30, 0.91], [1.31, 0.71, 0.47], [-0.13, 0.47, -0.56], [1.47, 0.02, -2.00], [0.15, 0.23, 0.06], [-0.52, 0.07, -0.09], [0.42, -0.10, 0.03], [0.46, 0.67, -0.04], [-0.56, -0.20, 0.10], [0.26, 0.27, 0.09], [-0.06, -0.96, -1.23], [-1.13, 0.00, 0.10], [1.49, -1.02, 1.37], [0.91, 0.39, -0.27], [-1.03, 0.57, -0.48], [0.03, -0.34, -0.04], [-0.12, 0.68, -0.23], [0.20, 1.20, -0.54], [0.02, 0.20, -0.02], [-0.85, -0.06, 2.59], [-0.18, -0.79, -0.35], [0.51, 0.16, 0.13], [0.47, 0.35, -0.37], [0.63, 0.81, -1.37], [0.43, 0.12, 0.94], [0.20, -0.11, -0.06], [-1.06, 0.59, 0.32], [0.69, 1.25, -0.17], [1.38, -0.72, -0.58], [0.55, -1.08, 0.51], [0.31, -0.24, 0.78], [-1.15, -0.40, 0.20], [0.03, -0.34, -0.07], [0.51, -0.08, 0.92], [-0.36, 0.13, -0.57], [-0.27, 0.02, 0.29], [-0.34, 0.28, 0.41], [-0.27, -0.29, -0.45], [-0.46, -0.08, -0.22], [-0.20, -0.86, -1.11], [-0.33, -1.26, -0.55], [0.58, 0.13, -0.22], [0.39, 0.04, -0.21], [-0.40, -0.92, 1.09], [-0.42, -0.23, -0.12], [-0.26, 0.34, -0.62], [1.87, 1.75, 0.25], [-0.04, -0.24, 0.14], [-0.54, 1.35, 0.95], [1.83, 0.46, -0.43], [0.15, 0.07, 0.20], [0.03, -0.32, -0.01], [-1.42, -0.24, -1.04], [-1.15, 0.32, 1.03], [0.11, 0.17, 0.28], [-1.23, -1.37, -0.66], [0.74, -0.35, 0.25], [-0.33, -0.18, 0.20], [-0.44, -0.40, 1.32], [-0.35, -1.45, -2.90], [0.46, -1.51, 1.13], [0.85, 0.33, 1.02], [0.30, 0.72, -1.09], [-0.77, -0.17, -0.05], [-2.81, 0.02, -0.38], [1.00, 0.23, 0.72], [2.33, 0.90, 0.56], [0.58, 0.77, -0.72], [0.67, 0.38, 0.17], [0.03, -1.04, -0.30], [-0.33, 0.21, 0.08], [0.42, -1.09, -0.60], [0.42, -0.17, 0.24], [-0.39, 0.35, -0.37], [-0.83, 1.28, -0.26], [-0.96, 0.55, -0.70], [-0.56, -0.41, -0.05], [0.28, 0.07, -1.50], [-0.78, 0.20, -0.15], [0.96, 0.14, 0.07], [-3.06, 0.10, 1.06], [0.24, -0.47, -0.45], [0.31, 0.67, -0.26], [0.59, -0.55, 0.05], [0.13, -0.18, 0.49], [-0.57, 1.08, -0.49], [-0.08, -0.19, -0.25], [-0.97, 0.25, -0.96], [-0.09, -0.77, 0.21], [-0.30, 0.06, -0.04], [1.24, 0.88, -0.28], [0.73, -0.12, 0.23], [0.63, 0.31, -0.02], [0.99, 1.15, -0.52], [-0.08, -0.04, 0.10], [-0.10, -0.19, 0.10], [0.71, 3.05, 0.40], [0.30, -0.06, -0.36], [1.61, 0.09, 0.67], [0.06, -1.87, -1.73], [-1.86, -0.76, 0.82], [-0.06, 0.46, 0.11], [0.72, -0.12, -0.32], [-0.08, -0.14, -0.30], [-1.13, -0.59, -0.30], [0.49, 0.97, -0.24], [-0.13, -1.37, 0.74], [-0.46, 0.51, 0.68], [1.05, -0.34, -0.46], [1.25, 0.25, 0.75], [-0.06, -0.06, 0.09], [-0.11, 0.47, -0.01], [0.65, 0.21, -0.23], [0.08, -0.07, 0.55], [0.08, 0.57, 0.41], [2.16, 0.08, -0.71], [0.90, -0.98, 1.74], [-1.41, 0.93, 0.61], [0.01, -0.47, 0.05], [-0.44, -0.39, -0.01], [0.27, 0.51, 0.80], [1.61, -0.47, -0.68], [0.77, -0.32, -0.14], [0.38, -0.49, -1.39], [0.24, 0.20, -0.49], [-1.93, 0.18, -0.92], [0.16, -0.46, -1.04], [0.09, -0.32, 0.25], [1.80, -0.94, -1.30], [-2.31, 1.46, 0.79], [-0.04, 0.29, -1.19], [3.25, -0.58, 1.16], [-0.42, -0.52, -0.56], [-0.36, -0.81, 0.59], [0.22, 0.41, -0.40], [0.61, 0.76, 0.74], [0.65, -0.50, 0.64], [-0.12, 0.35, -0.30], [1.64, -0.35, 0.66], [0.26, -1.19, 1.04], [0.18, -0.14, -0.28], [-0.42, -0.03, 0.65], [0.17, -0.11, 0.16], [2.91, -0.70, -0.10], [-0.18, 0.06, -0.02], [-1.11, 0.33, -0.56], [0.17, 0.30, -0.10], [-0.28, -1.36, -2.99], [0.45, -0.51, 1.27], [1.13, 0.85, 1.97], [0.66, 0.49, -0.63], [-0.06, 0.91, 0.54], [0.08, 0.34, 0.03], [0.87, -2.75, -1.77], [-0.13, 0.01, -0.93], [-1.17, -0.28, 0.52], [-0.64, 0.81, -1.14], [-0.68, 0.13, -1.20], [-2.47, 0.63, -0.78], [-0.25, -0.70, 0.27], [0.70, 0.45, 0.51], [-0.08, -0.57, 0.18], [0.43, 0.27, 0.03], [-0.72, 0.26, 0.99], [-0.43, -0.16, -0.28], [0.00, -0.48, -0.17], [-1.17, -1.23, 0.41], [0.85, -0.69, -0.34], [-0.86, 0.12, -0.12], [-0.83, 0.00, -0.82], [1.17, 0.38, -2.46], [-2.78, 0.83, -0.20], [-0.48, -0.74, 0.23], [-0.49, 1.43, 0.76], [0.63, -0.10, 0.82], [-0.06, 0.23, 0.87], [-0.87, 1.15, -0.78], [-2.61, -0.22, 0.94], [-0.57, -0.23, -0.21], [-2.55, 0.90, 1.19], [0.24, -0.98, 0.37], [-0.96, 0.05, 0.63], [-0.69, -0.07, 1.34], [-1.01, 1.72, -1.10], [0.29, 0.75, -0.52], [0.20, -0.83, -0.78], [1.04, -0.56, -0.18], [0.02, 0.08, -0.72], [-1.23, -0.70, 0.25], [0.12, -0.59, -0.38], [0.00, 0.08, 0.58], [-0.17, 0.34, 0.34], [0.03, 0.35, -0.02], [0.24, -0.14, 0.28], [0.57, -0.08, -0.24], [-0.40, -0.34, -0.30], [0.76, 1.58, 1.54], [-0.30, -0.22, -1.25], [-0.35, -0.80, 0.79], [-0.09, 0.25, 0.32], [0.85, -0.69, 0.00], [-0.70, -0.13, -0.01], [0.01, 0.24, -0.42], [-0.20, -1.96, 0.32], [1.06, -0.51, 0.48], [-0.17, 0.07, 0.11], [0.59, -0.18, 0.00], [0.10, 0.66, -0.87], [-0.09, -0.10, 0.70], [0.51, 1.54, -0.34], [-2.40, 0.06, -0.12], [1.23, -0.02, -0.16], [-0.33, 0.54, 0.05], [-2.13, -0.11, 1.54], [0.73, 1.21, -0.51], [0.45, 1.06, 0.40], [-1.17, 0.37, -2.28], [-0.21, -0.03, 0.40], [-0.13, -0.54, 0.56], [-0.36, 0.90, 0.72], [0.09, 0.10, -0.53], [-0.47, 0.20, -0.63], [-0.96, -0.69, -0.24], [-0.15, -0.70, 0.04], [0.05, 0.95, 0.33], [0.47, -0.24, 1.47], [-0.29, 0.02, -0.20], [0.60, -0.29, -0.05], [1.64, 1.59, 0.37], [0.52, -0.65, 0.51], [0.18, 0.58, -0.40], [1.87, -0.50, -0.25], [-3.22, 1.46, -0.18], [-0.69, -0.15, -1.02], [0.41, -0.19, -0.32], [-0.86, -0.80, -0.61], [-1.40, 1.18, 1.90], [-0.43, -0.38, 0.12], [-0.60, 0.00, -0.66], [-0.24, 0.42, 0.60], [0.46, 0.04, 0.57], [1.27, -0.84, -1.41], [0.04, -1.27, -0.08], [-0.37, -0.66, -0.24], [1.54, 0.15, 2.88]], "lowdin_charge": [0.10, -0.31, 0.07, 0.08, 0.07, 0.08, 0.08, -0.49, -0.16, -0.03, 0.06, -0.03, -0.14, 0.11, -0.11, -0.01, -0.15, 0.12, 0.03, 0.06, 0.12, 0.07, 0.07, 0.12, 0.07, -0.14, 0.08, -0.50, 0.06, 0.11, 0.10, 0.04, -0.24, 0.11, 0.48, 0.00, -0.13, 0.10, -0.03, -0.03, 0.13, 0.07, -0.05, -0.28, 0.10, 0.12, 0.08, -0.13, 0.08, 0.13, 0.03, 0.05, -0.03, 0.10, -0.36, 0.07, -0.04, 0.06, -0.13, -0.15, 0.10, -0.04, 0.07, -0.45, 0.07, 0.06, -0.48, -0.13, 0.04, 0.10, 0.12, -0.48, 0.08, 0.08, 0.09, 0.08, 0.08, 0.13, 0.10, 0.10, 0.07, 0.10, 0.13, 0.09, 0.07, 0.07, 0.01, 0.08, 0.09, -0.12, 0.07, 0.11, 0.07, 0.11, 0.12, -0.11, 0.11, 0.07, 0.05, -0.08, 0.00, -0.10, -0.17, -0.04, -0.48, -0.09, -0.03, 0.07, 0.09, 0.11, 0.09, 0.00, 0.09, 0.09, -0.08, 0.11, 0.08, -0.16, 0.07, 0.07, -0.06, 0.05, 0.09, 0.10, -0.03, -0.42, 0.12, 0.09, 0.10, 0.12, -0.14, 0.12, -0.02, -0.48, 0.11, 0.10, -0.13, 0.08, 0.11, -0.54, -0.02, 1.51, 0.10, 0.08, -0.16, 0.09, -0.44, -0.04, -0.11, -0.18, -0.54, 0.07, -0.03, 0.09, -0.50, 0.67, -0.53, -0.26, 0.09, 0.10, 0.11, -0.08, 0.08, -0.01, 0.09, 0.00, 0.07, 0.10, -0.15, -0.16, -0.02, -0.55, 0.07, 0.10, 0.03, 0.10, 0.08, 0.07, -0.05, -0.02, 0.09, 0.12, 0.08, 0.04, 0.08, -0.02, 0.12, -0.03, 0.07, -0.01, -0.06, 0.00, 0.09, -0.02, 0.07, 0.13, -0.02, -0.12, -0.34, 0.12, 0.08, 0.07, 0.07, -0.15, -0.03, -0.04, 0.04, 0.00, 0.06, 0.15, -0.01, -0.04, -0.05, -0.26, 0.09, 0.05, 0.02, -0.52, 0.07, -0.14, 0.13, 0.09, 0.12, -0.13, 0.09, -0.15, 0.06, 0.05, -0.12, 0.04, 0.11, 0.09, 0.08, 0.05, 0.14, 0.07, -0.07, -0.42, -0.04, 0.11, 0.13, 0.08, 0.08, 0.07, 0.08, 0.09, 0.13, 0.11, 0.10, 0.06, -0.50, 0.10, 0.08, 0.04, -0.04, -0.13, -0.01, 0.07, 0.05, 0.14, 0.09, 0.14, 0.10, -0.13, 0.09, -0.15, 0.09, 0.11, -0.52, -0.47, 0.08, -0.02, -0.04, 0.08, 0.09, -0.18, 0.04, 0.12, 0.04, 0.09, -0.03, -0.04, 0.53, 0.09, -0.52]}